[1]
Entry from the OMol25 dataset: one molecule with the formula C4H3F2N in a non-equilibrium geometry (the ωB97M-V functional and the def2-TZVPD basis).

Structure (XYZ):
```
10
Properties=species:S:1:pos:R:3:lowdin_charge:R:1
F -2.3170 -0.7431 0.0461 0.15
H -1.3657 1.6558 0.2784 0.21
C 0.5533 1.0235 -0.0628 -0.10
C 0.0786 -1.2093 -0.1070 0.04
H 1.0417 2.0616 -0.1741 0.15
C -1.0716 -0.4756 -0.0265 -0.38
C 1.1875 -0.2968 -0.1097 -0.16
F 2.5492 -0.6533 0.1127 -0.02
H 0.0701 -2.2031 0.0048 0.07
N -0.7261 0.8404 0.0381 0.05
```

The HOMO energy is -8.185 eV. As for the relative energy (zero: lowest compared OMol25 entry of this formula, charge and spin): 113.82 kJ/mol. As for the SMILES: Fc1c[nH]c(F)c1. For the calculated total energy, the calculation gives -408.64234 hartree. The calculation puts the lowest unoccupied orbital energy at 0.766 eV. Its net charge is 0.

=====

[2]
Entry from the OMol25 dataset: one molecule with the formula C4H3F3 in a non-equilibrium geometry (the ωB97M-V functional and the def2-TZVPD basis).

Structure (XYZ):
```
10
Properties=species:S:1:pos:R:3:lowdin_charge:R:1
F -2.0241 -0.1849 0.8866 0.07
F 1.8449 0.0331 -0.9241 -0.01
C 0.0144 -0.9644 0.1827 -0.01
F -1.4628 2.3904 0.3865 0.02
C -0.8454 0.2165 0.3671 -0.28
H -0.3421 -1.9261 0.5134 0.12
C -0.5167 1.4558 0.1482 -0.06
H 1.8135 -1.8549 -0.7006 0.12
H 0.4042 1.8840 -0.3125 0.14
C 1.1141 -1.0496 -0.5473 -0.12
```

The HOMO energy is -9.331 eV. As for the relative energy (zero: lowest compared OMol25 entry of this formula, charge and spin): 59.97 kJ/mol. As for the SMILES: F/C=C\C(F)=C\F. For the calculated total energy, the calculation gives -453.74337 hartree. The calculation puts the lowest unoccupied orbital energy at 0.790 eV. Its net charge is 0.

=====

[3]
Entry from the OMol25 dataset: C4H3F4IO as an isolated structure in a non-equilibrium geometry (the ωB97M-V functional and the def2-TZVPD basis).

Structure (XYZ):
```
13
Properties=species:S:1:pos:R:3:lowdin_charge:R:1
C 0.5252 3.0571 -1.0474 -0.67
I -1.2052 2.6082 -3.4357 1.04
C 0.0617 0.2887 -1.5038 -0.30
C -0.5785 2.1675 -1.4819 -0.75
F 0.1660 4.3494 -1.0845 0.11
F -1.6404 2.2260 -0.6770 -0.02
O 0.3329 -0.0211 -2.6401 0.03
H 0.9427 0.2228 0.2417 0.14
H 0.1479 -1.4971 -0.2362 0.15
F 1.6700 2.8839 -1.7672 0.11
C 0.0047 -0.3230 -0.1675 0.00
H -0.8327 0.0354 0.2877 0.04
F 0.9370 2.9037 0.2497 0.11
```

The HOMO energy is -9.596 eV. As for the relative energy (zero: lowest compared OMol25 entry of this formula, charge and spin): 64.14 kJ/mol. For the calculated total energy, the calculation gives -926.56021 hartree. The calculation puts the lowest unoccupied orbital energy at 0.290 eV. Its net charge is 0.

=====

[4]
Entry from the OMol25 dataset: one molecule with the formula C4H3FN2O (the ωB97M-V functional and the def2-TZVPD basis).

Structure (XYZ):
```
11
Properties=species:S:1:pos:R:3:lowdin_charge:R:1
H -2.1223 -1.8313 0.0066 0.12
H -2.0232 1.6888 0.0170 0.11
C 1.1884 1.0519 -0.0009 -0.07
C 1.1062 -0.3298 -0.0041 -0.34
H 2.1569 1.5510 0.0152 0.12
C -1.1386 -0.2577 -0.0024 -0.37
N -0.0332 -1.0027 0.0015 0.22
O -2.3206 -0.8887 0.0000 0.09
F 2.2182 -1.0491 0.0013 0.10
N 0.0677 1.7894 -0.0011 0.09
C -1.0979 1.1417 -0.0014 -0.06
```

The HOMO energy is -9.520 eV. As for the relative energy (zero: lowest compared OMol25 entry of this formula, charge and spin): 43.00 kJ/mol. As for the SMILES: Oc1cncc(F)n1. For the calculated total energy, the calculation gives -438.85131 hartree. The calculation puts the lowest unoccupied orbital energy at 0.341 eV. Its net charge is 0.

=====

[5]
Entry from the OMol25 dataset: one molecule with the formula C4H3FN2S in a non-equilibrium geometry (the ωB97M-V functional and the def2-TZVPD basis).

Structure (XYZ):
```
11
Properties=species:S:1:pos:R:3:lowdin_charge:R:1
C 1.0506 0.6936 -0.1560 -0.48
C -1.3841 0.8083 -0.0958 -0.31
C -0.4641 -1.2096 0.1988 -0.13
H 2.3263 -1.0416 0.0532 -0.12
N -1.7582 -1.3710 -0.2317 0.04
F -1.4397 2.1438 0.0831 0.08
N -2.4259 -0.0213 -0.1541 0.10
H 1.2485 1.7271 -0.3311 0.05
C -0.0839 0.1587 0.2334 -0.26
H 0.2523 -2.1263 0.4782 0.15
S 2.6782 0.2382 -0.0779 0.89
```

The HOMO energy is -9.652 eV. As for the relative energy (zero: lowest compared OMol25 entry of this formula, charge and spin): 347.04 kJ/mol. As for the SMILES: FC1=NN=C/C1=C\S. For the calculated total energy, the calculation gives -761.66086 hartree. The calculation puts the lowest unoccupied orbital energy at -1.019 eV. Its net charge is 0.

=====

[6]
Entry from the OMol25 dataset: one molecule with the formula C4H3FN2S in a non-equilibrium geometry (the ωB97M-V functional and the def2-TZVPD basis).

Structure (XYZ):
```
11
Properties=species:S:1:pos:R:3:lowdin_charge:R:1
C 1.3565 0.4293 -0.0278 0.02
N -1.0198 0.6250 0.3593 -0.01
F 2.0039 -1.8697 -0.0241 0.23
H 2.3492 0.7846 -0.3713 0.11
H 0.0288 2.2500 -0.3634 0.17
H -1.8480 1.1647 0.2125 0.09
N -0.1254 -1.6019 0.2561 0.14
C 1.0781 -1.0772 0.0384 -0.39
C 0.2019 1.1161 -0.0712 -0.12
S -2.8264 -1.0835 -0.0956 0.60
C -1.1987 -0.7374 0.0871 -0.85
```

The HOMO energy is -8.502 eV. As for the relative energy (zero: lowest compared OMol25 entry of this formula, charge and spin): 140.61 kJ/mol. As for the SMILES: Fc1cc[nH]c(=S)n1. For the calculated total energy, the calculation gives -761.73949 hartree. The calculation puts the lowest unoccupied orbital energy at -0.187 eV. Its net charge is 0.

=====

[7]
Entry from the OMol25 dataset: one molecule with the formula C4H3FO in a non-equilibrium geometry (the ωB97M-V functional and the def2-TZVPD basis).

Structure (XYZ):
```
9
Properties=species:S:1:pos:R:3:lowdin_charge:R:1
F -1.6522 -0.5622 -0.9695 0.04
O -1.8370 0.3508 1.0055 0.17
H 0.5003 1.4960 0.4555 0.13
H 1.7981 -2.0418 0.8742 0.02
C 0.7948 -0.3049 0.0368 -0.18
H 0.2271 1.1617 -1.4625 0.17
C -1.2071 0.3442 0.0055 -0.45
C 1.2274 -1.3409 0.4033 0.17
C 0.1485 0.8970 -0.3488 -0.07
```

The HOMO energy is -10.628 eV. As for the relative energy (zero: lowest compared OMol25 entry of this formula, charge and spin): 141.60 kJ/mol. As for the SMILES: C#CCC(=O)F. For the calculated total energy, the calculation gives -329.23200 hartree. The calculation puts the lowest unoccupied orbital energy at 0.795 eV. Its net charge is 0.

=====

[8]
Entry from the OMol25 dataset: one molecule with the formula C4H3FO2 in a non-equilibrium geometry (the ωB97M-V functional and the def2-TZVPD basis).

Structure (XYZ):
```
10
Properties=species:S:1:pos:R:3:lowdin_charge:R:1
O 1.3501 -0.4246 0.7386 0.00
F -1.6202 -1.3854 -1.0073 0.08
C -0.5655 -0.8625 -0.3261 -0.17
C -0.4170 0.5525 -0.2378 -0.30
H 1.3384 1.5769 0.7056 0.15
O -1.3115 1.4679 -0.5753 0.11
H 0.7896 -2.4465 0.5714 0.11
H -0.7976 2.2739 -0.6180 0.12
C 0.7492 0.7085 0.3977 -0.11
C 0.4845 -1.4606 0.3513 0.02
```

The HOMO energy is -8.789 eV. As for the relative energy (zero: lowest compared OMol25 entry of this formula, charge and spin): 53.90 kJ/mol. As for the SMILES: Oc1cocc1F. For the calculated total energy, the calculation gives -404.50530 hartree. The calculation puts the lowest unoccupied orbital energy at 0.671 eV. Its net charge is 0.

=====

[9]
Entry from the OMol25 dataset: a 2-piece molecular cluster, C4H3I overall in a non-equilibrium geometry (the ωB97M-V functional and the def2-TZVPD basis).

Structure (XYZ):
```
8
Properties=species:S:1:pos:R:3:lowdin_charge:R:1
H -0.6591 -1.2795 1.3330 0.11
C 0.6790 0.5031 1.0033 -0.86
C -0.3014 -0.4942 0.6817 -0.14
C -1.0587 0.3797 -0.1542 -0.07
H 2.4436 0.7986 -0.8690 0.11
H -1.9261 0.2925 -0.7711 0.09
C -0.4837 1.3192 0.6824 -0.05
I 1.9913 0.5981 2.5892 0.81
```

The HOMO energy (spin up / spin down) is -8.352 / -8.940 eV. As for the relative energy (zero: lowest compared OMol25 entry of this formula, charge and spin): 581.12 kJ/mol. For the calculated total energy, the calculation gives -451.59316 hartree. The calculation puts the lowest unoccupied orbital energy (spin up / spin down) at -0.377 / -1.093 eV. Its net charge is 0.

=====

[10]
Entry from the OMol25 dataset: C4H3I3 as an isolated structure in a non-equilibrium geometry (the ωB97M-V functional and the def2-TZVPD basis).

Structure (XYZ):
```
10
Properties=species:S:1:pos:R:3:lowdin_charge:R:1
H -2.1217 0.5028 -0.5960 -0.01
H -0.2221 -0.7713 1.5922 0.13
C -1.8899 -0.0744 0.2441 -0.03
C -0.6590 -0.1374 0.7007 -0.38
I -0.0558 2.2906 -1.2965 0.79
C 2.3909 -0.3322 -1.3281 -1.17
H -2.6252 -0.4324 0.9799 0.08
I 2.5251 -2.3642 -1.2205 0.56
C 0.3136 0.8451 0.2641 -1.07
I 2.3440 0.4735 0.6601 1.09
```

The HOMO energy (spin up / spin down) is -8.047 / -7.538 eV. As for the relative energy (zero: lowest compared OMol25 entry of this formula, charge and spin): 531.73 kJ/mol. For the calculated total energy, the calculation gives -1047.01552 hartree. The calculation puts the lowest unoccupied orbital energy (spin up / spin down) at -0.861 / -1.447 eV. Its net charge is 0.

=====

[11]
Entry from the OMol25 dataset: C4H3IrO as an isolated structure in a non-equilibrium geometry (the ωB97M-V functional and the def2-TZVPD basis).

Structure (XYZ):
```
9
Properties=species:S:1:pos:R:3:lowdin_charge:R:1
C -1.5834 0.5342 -0.0023 0.16
H -2.2195 0.4486 -0.8902 0.15
O 2.1850 -0.5818 0.0766 -0.11
H 0.9160 -2.1740 0.0124 0.19
C -0.0902 -0.2262 -0.0155 -0.06
Ir 2.1148 1.3364 -0.0802 1.56
C -0.2309 1.0840 -0.1452 0.03
H -2.1107 0.6612 0.9494 0.15
C 1.0188 -1.0824 0.0948 -0.07
```

The HOMO energy (spin up / spin down) is -20.164 / -21.188 eV. The expectation value of S² is 6.0099. As for the relative energy (zero: lowest compared OMol25 entry of this formula, charge and spin): 142.69 kJ/mol. For the calculated total energy, the calculation gives -332.67521 hartree. The calculation puts the lowest unoccupied orbital energy (spin up / spin down) at -11.620 / -13.695 eV. Its net charge is +2. Its spin multiplicity is 5.

=====

[12]
Entry from the OMol25 dataset: C4H3LiO6Tm as an isolated structure in a non-equilibrium geometry (the ωB97M-V functional and the def2-TZVPD basis).

Structure (XYZ):
```
15
Properties=species:S:1:pos:R:3:lowdin_charge:R:1
O 0.2705 0.9888 3.2376 -0.10
H 0.7984 0.1794 -7.2124 0.11
Tm -0.6402 0.4928 5.6279 1.72
C -0.0728 1.5666 0.6333 -0.05
O -0.5656 1.4276 -3.3288 -0.06
O 0.6646 2.0199 -1.5168 0.06
H -1.2949 1.3971 -1.1115 0.14
Li 0.4459 1.5200 -5.1433 0.75
H 0.8933 1.7645 1.0930 0.14
O -1.8990 0.8941 3.5201 -0.12
C -0.8998 1.0564 2.7617 -0.78
C -0.3181 1.6040 -0.6738 -0.06
O -1.1318 1.3160 1.4913 0.09
O 1.4867 2.2398 -3.5527 -0.05
C 0.4970 1.8951 -2.8793 -0.78
```

The HOMO energy (spin up / spin down) is -10.770 / -10.770 eV. The expectation value of S² is 2.0020. As for the relative energy (zero: lowest compared OMol25 entry of this formula, charge and spin): 96.85 kJ/mol. For the calculated total energy, the calculation gives -1698.10698 hartree. The calculation puts the lowest unoccupied orbital energy (spin up / spin down) at -6.059 / -6.012 eV. Its net charge is +1. Its spin multiplicity is 3.

=====

Repeat the twelfth record exactly.
Entry from the OMol25 dataset: C4H3LiO6Tm as an isolated structure in a non-equilibrium geometry (the ωB97M-V functional and the def2-TZVPD basis).

Structure (XYZ):
```
15
Properties=species:S:1:pos:R:3:lowdin_charge:R:1
O 0.2705 0.9888 3.2376 -0.10
H 0.7984 0.1794 -7.2124 0.11
Tm -0.6402 0.4928 5.6279 1.72
C -0.0728 1.5666 0.6333 -0.05
O -0.5656 1.4276 -3.3288 -0.06
O 0.6646 2.0199 -1.5168 0.06
H -1.2949 1.3971 -1.1115 0.14
Li 0.4459 1.5200 -5.1433 0.75
H 0.8933 1.7645 1.0930 0.14
O -1.8990 0.8941 3.5201 -0.12
C -0.8998 1.0564 2.7617 -0.78
C -0.3181 1.6040 -0.6738 -0.06
O -1.1318 1.3160 1.4913 0.09
O 1.4867 2.2398 -3.5527 -0.05
C 0.4970 1.8951 -2.8793 -0.78
```

The HOMO energy (spin up / spin down) is -10.770 / -10.770 eV. The expectation value of S² is 2.0020. As for the relative energy (zero: lowest compared OMol25 entry of this formula, charge and spin): 96.85 kJ/mol. For the calculated total energy, the calculation gives -1698.10698 hartree. The calculation puts the lowest unoccupied orbital energy (spin up / spin down) at -6.059 / -6.012 eV. Its net charge is +1. Its spin multiplicity is 3.

=====

- Which of these has the highest net charge?
  C4H3IrO

=====

Repeat the tenth record exactly.
Entry from the OMol25 dataset: C4H3I3 as an isolated structure in a non-equilibrium geometry (the ωB97M-V functional and the def2-TZVPD basis).

Structure (XYZ):
```
10
Properties=species:S:1:pos:R:3:lowdin_charge:R:1
H -2.1217 0.5028 -0.5960 -0.01
H -0.2221 -0.7713 1.5922 0.13
C -1.8899 -0.0744 0.2441 -0.03
C -0.6590 -0.1374 0.7007 -0.38
I -0.0558 2.2906 -1.2965 0.79
C 2.3909 -0.3322 -1.3281 -1.17
H -2.6252 -0.4324 0.9799 0.08
I 2.5251 -2.3642 -1.2205 0.56
C 0.3136 0.8451 0.2641 -1.07
I 2.3440 0.4735 0.6601 1.09
```

The HOMO energy (spin up / spin down) is -8.047 / -7.538 eV. As for the relative energy (zero: lowest compared OMol25 entry of this formula, charge and spin): 531.73 kJ/mol. For the calculated total energy, the calculation gives -1047.01552 hartree. The calculation puts the lowest unoccupied orbital energy (spin up / spin down) at -0.861 / -1.447 eV. Its net charge is 0.